Record 1
ORCA calculation (the ωB97M-V functional and the def2-TZVPD basis) on a molecular structure, C7H12Br6F3InO3S in a non-equilibrium geometry.

Positions of all 33 atoms, in Å:
In 2.245047 -1.764712 5.524723
C 1.702767 0.318358 0.891223
F 2.806397 -0.390162 0.658523
F 1.731597 1.553778 0.401073
F 0.742947 -0.291742 0.206113
S 1.239907 0.185138 2.775973
O 0.965557 -1.206952 3.045313
O 2.431007 0.533888 3.531903
O 0.138937 1.084708 2.980083
Br -2.139703 3.296258 1.199803
C -2.066593 1.607968 0.163403
C -3.371593 1.490048 -0.652207
Br -4.837463 1.134508 0.615783
H -2.072883 0.743178 0.826873
H -1.150703 1.590758 -0.427327
H -3.172253 0.658818 -1.328537
H -3.629263 2.339978 -1.284127
Br -0.327613 -5.686232 2.298593
C -1.160213 -4.600422 0.824793
C -0.419893 -3.154362 0.545423
Br -1.468363 -2.047022 -0.658327
H -2.232523 -4.513182 0.999793
H -1.180773 -5.109092 -0.139017
H 0.659347 -3.155202 0.392623
H -0.415363 -2.572152 1.466893
Br 1.358177 0.146658 -3.848057
C 2.482087 1.728498 -3.231097
C 1.573007 2.881208 -2.706497
Br 0.305837 3.452538 -4.159507
H 2.928517 2.075328 -4.163037
H 3.278567 1.428148 -2.550277
H 2.109867 3.738948 -2.301317
H 0.945627 2.502518 -1.899587

Forces on atoms 1 to 6 (eV/Å):
-0.0281 0.2925 -0.3586
-0.3815 -0.9669 1.0562
0.1851 0.9333 0.1408
0.7892 0.0122 0.5691
-0.9178 -0.4422 -0.2298
1.1488 1.5198 0.3131

Values from the calculation:
gap between HOMO and LUMO: 2.1 eV
molar mass: 827.5 g mol⁻¹
E_LUMO: -13.2 eV
charge: +2
calculated total energy: -457988.3823 eV
HOMO energy: -0.5590 Eh
relative energy (zero: lowest compared OMol25 entry of this formula, charge and spin): 1.4665 eV
multiplicity: 1

Atomic partial charges in e from the natural (NBO) method, atoms 1 to 8:
1. In 0.977
2. C 0.743
3. F -0.298
4. F -0.309
5. F -0.342
6. S 2.296
7. O -0.978
8. O -0.916

Record 2
ORCA calculation (the ωB97M-V functional and the def2-TZVPD basis) on a molecular structure, C7H12Cl12NO6PS in a non-equilibrium geometry.

Positions of all 40 atoms, in Å:
C -3.130090 -0.629909 -1.048165
C -2.272591 -1.584512 -1.830057
O -2.268654 -2.753507 -1.590850
O -1.537371 -1.049754 -2.863740
C -0.268042 -0.538944 -2.495965
O 0.781572 -1.143447 -3.210127
S 1.314991 -2.684673 -2.838159
O 0.509408 -3.555600 -3.641387
O 0.821565 -2.922629 -1.301736
P 2.081630 -2.982145 -0.151887
N 2.498487 -1.367176 0.123255
O 1.186651 -3.343650 1.148522
H -3.873408 -1.222928 -0.523107
H -2.541201 -0.064055 -0.326722
H -3.644497 0.054775 -1.721645
H -0.123240 -0.569107 -1.414019
H -0.246767 0.509748 -2.791874
H 3.434229 -1.175724 -0.211663
H 1.834893 -0.688827 -0.235802
H 0.415859 -2.749165 1.179031
C -2.425695 -1.253494 3.321595
Cl -1.735006 -2.675415 4.091506
Cl -2.813024 -0.005758 4.496562
Cl -1.314212 -0.599236 2.102890
H -3.337616 -1.547360 2.819032
C -2.836591 4.302182 4.333433
Cl -3.462026 3.662098 5.854306
Cl -3.148782 3.178243 3.012148
Cl -3.526568 5.887493 3.989288
H -1.765526 4.415365 4.432080
C 5.154491 0.364986 -2.655497
Cl 4.875487 1.974030 -1.969135
Cl 6.129080 -0.611596 -1.553377
Cl 3.645388 -0.466122 -3.035698
H 5.706307 0.491388 -3.577031
C 1.265192 2.694796 0.082754
Cl 0.342984 4.187458 -0.061078
Cl 0.280028 1.416463 0.811815
Cl 1.883875 2.168688 -1.485262
H 2.108788 2.877021 0.735765

Forces on atoms 1 to 6 (eV/Å):
-0.2759 0.1137 -0.3751
-0.3363 -0.5980 0.4869
0.2170 -0.0212 -0.2404
0.3037 0.1059 0.2449
-0.3440 0.7480 -0.4542
-0.2549 -0.3668 1.1413

Values from the calculation:
gap between HOMO and LUMO: 9.6 eV
molar mass: 694.7 g mol⁻¹
E_LUMO: 0.0 eV
calculated total energy: -191621.7247 eV
HOMO energy: -0.3534 Eh
multiplicity: 1

Atomic partial charges in e from the natural (NBO) method, atoms 1 to 8:
1. C -0.739
2. C 0.802
3. O -0.513
4. O -0.550
5. C 0.217
6. O -0.718
7. S 1.753
8. O -0.890

Record 3
ORCA calculation (the ωB97M-V functional and the def2-TZVPD basis) on a molecular structure, C7H12F12MgN2O11S4 in a non-equilibrium geometry.

Positions of all 49 atoms, in Å:
Mg -0.179931 -0.575343 0.422491
C 1.133381 -3.999745 -3.723162
F 0.402749 -4.654135 -2.842256
F 2.293215 -3.659348 -3.162317
F 1.389241 -4.734694 -4.818888
S 0.119836 -2.409145 -4.336710
O 0.289969 -2.188597 -5.750670
O -1.272983 -2.765231 -3.997368
N 0.645354 -1.112886 -3.267949
S 1.927658 -0.579748 -4.069464
O 2.721724 0.134852 -3.067537
O 2.677137 -1.568150 -4.808248
C 1.166150 0.741912 -5.295041
F 1.541206 1.995249 -5.007888
F 1.516542 0.340641 -6.506371
F -0.194932 0.623982 -5.247235
C -1.396205 2.923710 4.636447
F -2.054814 1.837758 4.214365
F -1.956329 3.907517 3.977928
F -1.581890 3.088458 5.944554
S 0.436701 2.745866 4.202153
O 1.028220 3.921851 4.875987
O 0.811842 1.437283 4.750847
N 0.398970 2.651275 2.473817
S 0.624912 4.122258 2.021237
O 0.424600 4.294529 0.571112
O -0.024638 5.143793 2.879455
C 2.553211 4.434651 2.338010
F 3.197604 3.310934 2.666069
F 3.143034 4.915177 1.251269
F 2.701097 5.260176 3.341591
C -3.937635 -3.970360 1.275449
O -2.556673 -3.578481 1.459569
H -4.463534 -3.067440 0.965170
H -3.956599 -4.797927 0.566305
H -4.396685 -4.294929 2.209263
H -2.013919 -4.248236 1.881984
C -4.809248 1.747897 -0.401224
O -3.742945 0.968386 -0.790921
H -5.581546 1.695403 -1.168629
H -5.225797 1.469581 0.566820
H -4.336616 2.725772 -0.309210
H -3.650681 0.915471 -1.745022
C 4.361148 -2.345648 1.701458
O 2.944603 -2.345370 1.747952
H 4.761514 -2.363113 2.715114
H 4.658500 -3.353156 1.410588
H 4.796044 -1.613702 1.020850
H 2.667437 -3.129000 2.228255

Forces on atoms 1 to 6 (eV/Å):
0.3872 0.5179 -0.4707
0.4798 1.4282 -1.4740
-0.0400 -0.2270 -0.0965
-0.4288 -0.2444 0.0992
-0.4247 0.1902 0.9620
-3.6214 -0.8324 1.0847

Values from the calculation:
gap between HOMO and LUMO: 3.3 eV
molar mass: 680.7 g mol⁻¹
E_LUMO: -7.0 eV
calculated total energy: -114339.6092 eV
HOMO energy: -0.3788 Eh
relative energy (zero: lowest compared OMol25 entry of this formula, charge and spin): 11.4184 eV
multiplicity: 1

Atomic partial charges in e from the natural (NBO) method, atoms 1 to 8:
1. Mg 1.700
2. C 0.795
3. F -0.305
4. F -0.308
5. F -0.303
6. S 2.059
7. O -0.865
8. O -0.936

Record 4
ORCA calculation (the ωB97M-V functional and the def2-TZVPD basis) on a molecular structure, C7H12FO4PV in a non-equilibrium geometry.

Positions of all 26 atoms, in Å:
C -0.104918 -2.904785 -0.447857
P 0.637813 -1.313505 -0.829590
C 0.262539 -0.771555 -2.509109
C -0.016546 0.073005 0.304087
C -1.525748 0.054975 0.194274
C -2.155402 1.429517 -0.063900
F -3.193451 1.542392 0.786996
C 0.617472 0.115903 1.661223
O 2.016842 0.145643 1.229779
C 2.012858 0.940432 0.125940
O 2.984261 1.320792 -0.457890
O 0.707802 1.225458 -0.212440
H -1.170364 -2.845824 -0.332273
H 0.388902 -3.316898 0.413003
H 0.123005 -3.555752 -1.270572
H 1.161219 -0.636613 -3.079146
H -0.227411 0.185353 -2.454549
H -0.402320 -1.474653 -2.973246
H -1.925060 -0.343922 1.100991
H -1.790432 -0.571900 -0.632019
H -1.484374 2.252409 0.082033
H -2.581808 1.448460 -1.043560
H 0.467389 1.135048 1.962713
H 0.342836 -0.623866 2.376929
O 1.892331 3.401359 3.582210
V 2.962562 3.088529 2.485975

Forces on atoms 1 to 6 (eV/Å):
0.9008 0.3587 -0.1615
-0.9730 -0.1711 0.0070
0.0114 0.0815 0.6568
0.3956 -0.4080 0.0426
0.8914 1.1644 -0.6974
-0.1019 -0.5853 0.0275

Values from the calculation:
gap between HOMO and LUMO (spin up / spin down): 8.4 / 7.3 eV
molar mass: 261.1 g mol⁻¹
⟨S²⟩: 0.75
E_LUMO (spin up / spin down): -9.1 / -10.2 eV
charge: +2
calculated total energy: -53315.2948 eV
HOMO energy (spin up / spin down): -0.6414 / -0.6425 Eh
multiplicity: 2

Atomic partial charges in e from the natural (NBO) method, atoms 1 to 8:
1. C -0.991
2. P 1.361
3. C -0.987
4. C 0.022
5. C -0.495
6. C 0.069
7. F -0.326
8. C -0.115

Record 5
ORCA calculation (the ωB97M-V functional and the def2-TZVPD basis) on a molecular structure, C7H12I2 in a non-equilibrium geometry.

Positions of all 21 atoms, in Å:
C 1.833557 0.420360 -1.077623
C 1.692702 0.149592 -2.548334
C 1.724201 -0.957889 -1.541594
C 1.901076 -2.262955 -1.280903
C -2.360088 1.004360 2.426847
C -1.032816 0.441882 1.982008
C -1.148121 -0.006439 0.533844
I -1.659326 1.742581 -0.826947
I -2.483649 -1.668666 0.285788
H 2.617918 1.135554 -0.850403
H 0.980024 0.813400 -0.589037
H 0.860906 0.576664 -3.090084
H 2.605554 0.385474 -3.150532
H 2.167241 -2.491598 -0.254083
H 1.560905 -3.085580 -1.988492
H -0.182112 -0.367094 -0.161664
H -2.353855 1.010327 3.498043
H -3.074295 0.326865 2.059247
H -2.586484 2.036973 2.050243
H -0.336713 1.303084 2.197890
H -0.726622 -0.506898 2.325778

Forces on atoms 1 to 6 (eV/Å):
0.5901 1.3409 0.0711
0.1327 0.1927 -0.9634
1.5134 -0.6632 -1.1220
-1.3811 0.6328 -0.5626
0.3947 0.6212 0.3447
0.2685 2.1158 -1.7905

Values from the calculation:
gap between HOMO and LUMO: 9.1 eV
molar mass: 350.0 g mol⁻¹
E_LUMO: -0.2 eV
calculated total energy: -23651.0005 eV
HOMO energy: -0.3394 Eh
relative energy (zero: lowest compared OMol25 entry of this formula, charge and spin): 0.0000 eV
multiplicity: 1

Atomic partial charges in e from the natural (NBO) method, atoms 1 to 8:
1. C -0.478
2. C -0.447
3. C -0.002
4. C -0.384
5. C -0.614
6. C -0.507
7. C -0.461
8. I 0.030